Entry 1:
71
Properties=species:S:1:pos:R:3 method="wB97M-V/def2-TZVPD" spin_multiplicity=2 energy_ha=-2581.79238 charge=+2 orbital_gap_ev="5.162 / 5.119" e_homo_ev="-13.97 / -13.82"
Re -0.41 -0.32 -0.29
O -0.62 -2.00 3.48
C -1.10 -1.20 2.72
O -0.46 -0.57 1.76
C -2.62 -0.83 2.90
C -2.83 0.69 2.81
C -4.24 1.01 3.35
C -5.12 0.52 2.19
C -4.06 0.01 1.20
O -2.96 0.91 1.40
C -3.50 -1.33 1.72
C -2.57 -2.00 0.68
O -2.18 -3.13 0.85
O -2.20 -1.22 -0.32
H -2.88 -1.27 3.86
H -2.02 1.29 3.23
H -4.44 0.51 4.30
H -4.33 2.08 3.51
H -5.83 -0.26 2.47
H -5.68 1.34 1.74
H -4.36 0.00 0.15
H -4.24 -2.07 2.00
C -1.59 3.92 -0.24
C -1.93 4.14 -1.57
C -1.79 3.11 -2.49
C -1.33 1.88 -2.05
N -1.02 1.67 -0.75
C -1.14 2.67 0.13
C -1.14 0.71 -2.93
C -1.50 0.62 -4.26
C -1.28 -0.57 -4.94
C -0.71 -1.65 -4.27
C -0.37 -1.52 -2.94
N -0.58 -0.35 -2.31
C 0.19 -2.59 -2.09
C 0.59 -3.83 -2.55
C 1.04 -4.78 -1.64
C 1.07 -4.47 -0.29
C 0.70 -3.20 0.11
N 0.29 -2.29 -0.77
H -1.68 4.70 0.50
H -2.28 5.11 -1.89
H -2.03 3.28 -3.53
H -0.87 2.45 1.15
H -1.96 1.46 -4.76
H -1.57 -0.67 -5.97
H -0.57 -2.59 -4.80
H 0.54 -4.06 -3.60
H 1.34 -5.76 -1.99
H 1.38 -5.20 0.45
H 0.71 -2.91 1.15
F 2.77 -0.59 -2.85
C 4.08 -0.33 -2.88
C 4.78 -0.76 -3.95
F 4.13 -1.39 -4.91
C 6.20 -0.54 -4.06
C 6.78 0.23 -3.00
C 6.06 0.63 -1.91
F 6.67 1.29 -0.96
C 4.67 0.34 -1.77
C 3.94 0.66 -0.61
C 2.58 0.43 -0.47
N 1.43 0.30 -0.30
C 4.56 1.20 0.56
N 5.03 1.59 1.53
F 8.05 0.53 -3.06
C 6.96 -1.10 -5.08
C 6.42 -2.00 -6.04
N 6.01 -2.76 -6.80
C 8.37 -0.94 -5.20
N 9.51 -0.89 -5.36



Entry 2:
69
Properties=species:S:1:pos:R:3 method="wB97M-V/def2-TZVPD" energy_ha=-1941.26279 relative_energy_kj_mol=0.0 orbital_gap_ev="4.887 / 4.888" e_homo_ev="-5.78 / -5.78"
Ba 0.08 0.94 -1.16
C -3.85 0.48 4.82
C -4.45 -0.60 4.16
C -3.99 -1.03 2.93
C -2.93 -0.36 2.36
C -2.16 -0.56 1.13
N -2.34 -1.58 0.31
C -1.47 -2.04 -0.57
C -1.68 -3.23 -1.39
C -2.77 -4.08 -1.57
C -2.62 -5.16 -2.42
C -1.41 -5.41 -3.07
C -0.32 -4.58 -2.88
C -0.47 -3.49 -2.04
C 0.45 -2.44 -1.61
N 1.77 -2.44 -1.90
C 2.64 -1.54 -1.52
N 2.40 -0.28 -1.02
C 3.54 0.22 -0.51
N 3.70 1.31 0.23
C 2.74 1.92 0.91
N 1.43 1.60 0.97
C 0.84 2.30 1.99
N -0.35 2.12 2.51
C -1.22 1.16 2.16
N -1.20 0.41 1.05
C -2.32 0.73 3.02
C -2.77 1.15 4.26
C 1.83 3.24 2.55
C 1.76 4.18 3.56
C 2.92 4.89 3.87
C 4.11 4.65 3.19
C 4.18 3.69 2.18
C 3.02 3.00 1.87
C 4.65 -0.70 -0.80
C 6.00 -0.65 -0.52
C 6.79 -1.73 -0.91
C 6.22 -2.83 -1.55
C 4.86 -2.89 -1.82
C 4.08 -1.81 -1.45
N -0.19 -1.60 -0.77
H -4.23 0.80 5.79
H -5.28 -1.10 4.64
H -4.44 -1.88 2.43
H -3.70 -3.88 -1.05
H -3.46 -5.83 -2.58
H -1.32 -6.27 -3.72
H 0.63 -4.77 -3.37
H -2.29 1.98 4.76
H 0.84 4.35 4.10
H 2.90 5.64 4.65
H 5.00 5.21 3.45
H 5.10 3.48 1.65
H 6.42 0.20 0.00
H 7.85 -1.72 -0.71
H 6.86 -3.66 -1.84
H 4.41 -3.75 -2.29
C -3.82 0.89 -2.25
N -3.77 2.07 -3.11
C -5.00 2.74 -3.52
C -2.58 2.57 -3.43
O -1.50 2.10 -3.08
H -4.85 0.54 -2.18
H -3.46 1.11 -1.24
H -3.21 0.09 -2.67
H -5.82 2.04 -3.46
H -4.92 3.09 -4.55
H -5.22 3.60 -2.87
H -2.64 3.46 -4.07



Entry 3:
73
Properties=species:S:1:pos:R:3 method="wB97M-V/def2-TZVPD" spin_multiplicity=2 energy_ha=-10021.32263 charge=+1 orbital_gap_ev="5.040 / 2.389" e_homo_ev="-10.89 / -10.89"
C -0.17 6.26 -0.74
C 1.24 6.01 -0.16
O 1.09 4.62 0.21
C -0.12 4.13 0.04
O -0.54 3.12 0.41
O -0.86 5.04 -0.64
F 1.31 6.78 0.88
H -0.05 6.48 -1.80
H -0.64 7.13 -0.27
H 2.04 6.30 -0.83
C 1.75 4.53 3.85
C 0.65 3.50 4.10
O -0.53 4.20 3.86
C -0.28 5.49 3.74
O -1.10 6.37 3.46
O 1.03 5.77 3.89
F 0.78 3.32 5.40
H 2.30 4.43 2.91
H 2.53 4.49 4.61
H 0.90 2.56 3.61
C -2.46 -3.23 -1.00
C -3.41 -3.65 -0.09
C -4.53 -4.36 -0.56
C -4.77 -4.62 -1.88
C -3.82 -4.20 -2.83
C -2.70 -3.47 -2.32
C -3.87 -4.58 -4.34
O -2.93 -4.30 -5.07
C -5.24 -5.26 -4.77
C -5.53 -5.42 -6.14
C -6.74 -5.92 -6.62
C -7.76 -6.04 -5.66
C -7.44 -5.94 -4.28
C -6.18 -5.53 -3.80
C -5.96 -5.36 -2.30
O -6.82 -5.71 -1.47
H -1.60 -2.64 -0.69
H -3.28 -3.31 0.92
H -5.20 -4.71 0.21
H -1.93 -3.21 -3.04
H -4.69 -5.24 -6.80
H -7.00 -6.10 -7.66
H -8.78 -6.29 -5.91
H -8.31 -6.02 -3.64
C 5.12 -2.50 3.38
C 3.78 -2.30 3.37
C 3.25 -1.22 2.71
C 4.00 -0.15 2.38
C 5.45 -0.36 2.34
C 5.97 -1.50 2.86
C 6.34 0.69 1.72
O 7.53 0.54 1.81
C 5.59 1.65 0.85
C 6.28 2.44 -0.06
C 5.74 3.41 -0.91
C 4.38 3.39 -1.03
C 3.59 2.62 -0.12
C 4.22 1.90 0.92
C 3.36 1.14 1.90
O 2.11 1.32 2.07
H 5.53 -3.45 3.71
H 3.08 -3.01 3.79
H 2.18 -1.11 2.61
H 7.02 -1.67 3.06
H 7.34 2.27 -0.13
H 6.37 3.91 -1.63
H 3.95 3.84 -1.91
H 2.52 2.50 -0.18
C -1.04 0.14 1.89
Br -0.19 0.12 3.71
Br -2.82 -0.68 2.03
Br 0.17 -0.51 0.43
H -1.18 1.20 1.65



Entry 4:
64
Properties=species:S:1:pos:R:3 method="wB97M-V/def2-TZVPD" spin_multiplicity=4 energy_ha=-2385.82794 charge=+2 orbital_gap_ev="5.996 / 5.525" e_homo_ev="-13.32 / -13.33"
Re 1.28 1.27 -0.02
S 1.98 0.06 -5.87
C 2.07 -0.74 -7.37
C 1.80 -2.08 -7.25
C 1.52 -2.45 -5.90
C 1.58 -1.38 -5.01
C 1.35 -1.37 -3.55
C 1.43 -0.22 -2.77
N 1.23 -0.18 -1.43
C 0.91 -1.31 -0.76
C 0.80 -2.53 -1.46
C 0.47 -3.71 -0.79
C 0.26 -3.69 0.58
C 0.36 -2.49 1.29
C 0.15 -2.47 2.68
C 0.25 -1.28 3.42
C 0.58 -0.16 2.67
N 0.80 -0.14 1.33
C 0.69 -1.29 0.63
C 0.02 -1.26 4.88
C -0.31 -2.31 5.73
C -0.45 -1.92 7.09
C -0.23 -0.57 7.26
S 0.15 0.20 5.79
C 1.02 -2.53 -2.86
H 2.32 -0.20 -8.27
H 1.81 -2.77 -8.08
H 1.28 -3.46 -5.61
H 1.68 0.75 -3.19
H 0.38 -4.65 -1.33
H 0.00 -4.62 1.09
H -0.11 -3.40 3.18
H 0.69 0.82 3.13
H -0.45 -3.33 5.40
H -0.71 -2.58 7.91
H -0.27 0.00 8.18
H 0.93 -3.48 -3.39
C 1.96 4.25 3.19
C 0.67 4.75 3.25
C -0.33 4.25 2.40
C -0.07 3.23 1.47
C 1.26 2.75 1.44
C 2.26 3.24 2.28
C -1.10 2.67 0.55
C -2.42 3.10 0.53
C -3.33 2.52 -0.36
C -2.90 1.51 -1.23
C -3.78 0.90 -2.14
C -3.31 -0.11 -2.99
C -1.98 -0.50 -2.92
C -1.12 0.11 -2.01
C -1.56 1.12 -1.16
N -0.69 1.68 -0.30
H 2.74 4.63 3.85
H 0.43 5.54 3.96
H -1.32 4.69 2.50
H 3.26 2.82 2.22
H -2.78 3.88 1.18
H -4.36 2.87 -0.38
H -4.82 1.20 -2.20
H -3.99 -0.58 -3.70
H -1.61 -1.28 -3.58
H -0.08 -0.20 -1.96
H 1.68 2.46 -1.21



Entry 5:
68
Properties=species:S:1:pos:R:3 method="wB97M-V/def2-TZVPD" energy_ha=-3197.92334 relative_energy_kj_mol=0.0 orbital_gap_ev="5.877 / 5.877" e_homo_ev="-7.00 / -7.00"
Pb -1.16 0.42 -0.72
Cl 0.79 3.98 5.71
C 0.51 3.53 4.11
C 1.42 3.91 3.11
C 1.24 3.48 1.79
C 0.15 2.62 1.41
O 0.05 2.17 0.21
C -0.84 2.32 2.48
C -2.07 1.59 2.31
N -2.50 0.93 1.25
C -3.70 0.22 1.34
C -4.39 -0.02 2.54
C -5.61 -0.71 2.56
C -6.16 -1.23 1.39
C -5.49 -1.07 0.15
C -5.98 -1.59 -1.08
C -5.26 -1.42 -2.25
C -4.05 -0.71 -2.19
N -3.55 -0.22 -1.05
C -4.23 -0.34 0.12
C -0.58 2.74 3.82
H 2.29 4.52 3.38
H 1.97 3.71 1.02
H -2.71 1.65 3.19
H -3.97 0.32 3.48
H -6.14 -0.85 3.48
H -7.08 -1.78 1.42
H -6.93 -2.10 -1.06
H -5.63 -1.82 -3.18
H -3.47 -0.51 -3.09
H -1.28 2.48 4.59
O -1.86 -2.19 0.98
C -0.86 -1.79 0.45
C 0.41 -2.47 0.42
C 0.45 -3.73 1.04
C 1.63 -4.48 1.04
C 2.79 -3.91 0.47
C 2.77 -2.64 -0.10
C 1.59 -1.91 -0.13
P 1.63 -0.28 -0.84
C 3.02 0.53 -0.03
C 2.92 0.68 1.36
C 3.90 1.37 2.06
C 5.05 1.84 1.42
C 5.17 1.63 0.04
C 4.18 0.96 -0.69
C 2.01 -0.43 -2.58
C 2.20 0.76 -3.31
C 2.23 0.73 -4.70
C 2.15 -0.49 -5.39
C 2.04 -1.69 -4.64
C 1.96 -1.66 -3.25
H -0.49 -4.07 1.44
H 1.64 -5.47 1.48
H 3.72 -4.46 0.49
H 3.67 -2.22 -0.54
H 2.03 0.31 1.87
H 3.77 1.56 3.12
H 5.83 2.34 1.97
H 6.06 1.98 -0.48
H 4.35 0.73 -1.73
H 2.27 1.71 -2.79
H 2.34 1.65 -5.25
H 2.19 -0.52 -6.46
H 2.03 -2.64 -5.17
H 1.91 -2.59 -2.69
I -1.21 1.81 -3.16
I -1.13 2.83 -5.94



Entry 6:
73
Properties=species:S:1:pos:R:3 method="wB97M-V/def2-TZVPD" energy_ha=-2984.88531 charge=-2 orbital_gap_ev=6.727 e_homo_ev=-2.93
Sc 0.57 0.91 -0.33
C 3.51 1.24 2.54
O 2.29 0.60 2.28
C 2.21 -0.74 2.49
C 3.21 -1.53 3.03
C 2.99 -2.88 3.26
C 1.77 -3.46 2.98
C 0.75 -2.68 2.45
C 0.96 -1.33 2.18
N 0.02 -0.50 1.58
N -1.21 -0.79 1.83
C -2.18 0.01 1.35
C -1.92 1.36 0.93
O -0.75 1.87 0.93
C -3.05 2.16 0.57
C -4.27 1.61 0.37
C -4.53 0.24 0.66
C -5.77 -0.36 0.37
C -6.03 -1.65 0.74
C -5.05 -2.39 1.40
C -3.80 -1.86 1.62
C -3.51 -0.54 1.25
H 3.80 1.13 3.59
H 4.30 0.84 1.89
H 3.34 2.29 2.31
H 4.19 -1.11 3.24
H 3.79 -3.49 3.67
H 1.60 -4.51 3.17
H -0.21 -3.11 2.21
H -2.86 3.20 0.33
H -5.08 2.20 -0.04
H -6.51 0.22 -0.17
H -6.98 -2.10 0.51
H -5.27 -3.41 1.71
H -3.02 -2.45 2.08
O -5.51 -2.79 -2.55
C -5.07 -1.74 -3.04
O -5.55 -1.02 -3.92
C -3.70 -1.26 -2.44
C -2.97 -2.10 -1.61
C -1.78 -1.66 -1.06
N -1.28 -0.44 -1.25
C -1.96 0.36 -2.09
C -3.15 -0.01 -2.70
C -1.34 1.73 -2.37
O -1.91 2.51 -3.13
O -0.23 1.97 -1.78
H -3.37 -3.09 -1.40
H -1.21 -2.31 -0.39
H -3.64 0.68 -3.38
N 5.90 6.51 -0.31
C 5.12 5.67 -0.30
C 4.19 4.62 -0.27
C 4.49 3.38 -0.83
C 3.56 2.35 -0.77
C 2.28 2.47 -0.18
C 2.03 3.76 0.35
C 2.93 4.80 0.32
H 5.45 3.24 -1.31
H 3.85 1.41 -1.21
H 1.06 3.94 0.81
H 2.68 5.78 0.73
O 3.78 -1.03 0.26
C 3.18 -1.22 -0.78
C 3.73 -2.12 -1.90
C 2.72 -1.95 -3.02
C 1.71 -0.96 -2.42
O 0.78 -0.48 -3.05
N 2.00 -0.66 -1.13
H 3.79 -3.14 -1.52
H 4.73 -1.80 -2.16
H 2.20 -2.87 -3.29
H 3.15 -1.52 -3.93



Entry 7:
78
Properties=species:S:1:pos:R:3 method="wB97M-V/def2-TZVPD" spin_multiplicity=6 energy_ha=-6422.00124 relative_energy_kj_mol=24.2 orbital_gap_ev="6.699 / 6.620" e_homo_ev="-6.54 / -7.67"
Ir -0.47 -0.88 0.45
F 2.05 2.21 5.27
C 0.83 1.76 5.61
F 0.31 2.68 6.46
F 0.99 0.64 6.32
C -0.07 1.57 4.41
C -1.20 2.35 4.32
C -2.04 2.22 3.22
C -1.69 1.30 2.26
N -0.59 0.53 2.33
C 0.25 0.63 3.39
S 1.65 -0.36 3.51
H -1.43 3.05 5.10
H -2.94 2.81 3.11
H -2.31 1.14 1.39
O 1.48 -6.79 -2.18
C 0.97 -5.65 -1.68
C 0.50 -5.53 -0.38
C 0.01 -4.31 0.04
N -0.05 -3.22 -0.75
C 0.40 -3.37 -1.98
Br 0.36 -1.86 -3.13
C 0.91 -4.54 -2.51
H 1.48 -7.47 -1.50
H 0.53 -6.36 0.31
H -0.34 -4.18 1.05
H 1.27 -4.59 -3.53
F -3.95 -2.28 3.60
C -2.93 -3.04 3.17
F -3.44 -4.13 2.58
F -2.24 -3.45 4.25
C -2.04 -2.28 2.17
O -0.80 -2.45 2.23
O -2.61 -1.56 1.33
N -0.83 0.45 -0.82
P -0.40 1.71 -1.65
C 1.38 1.99 -1.59
C 2.22 1.67 -2.66
C 3.59 1.77 -2.51
C 4.13 2.19 -1.30
C 3.30 2.50 -0.23
C 1.93 2.39 -0.37
C -1.20 3.20 -1.01
C -2.55 3.08 -0.68
C -3.25 4.18 -0.20
C -2.61 5.40 -0.04
C -1.27 5.52 -0.38
C -0.56 4.43 -0.86
C -0.94 1.62 -3.37
C -0.54 2.57 -4.31
C -1.04 2.52 -5.60
C -1.95 1.53 -5.95
C -2.37 0.60 -5.01
C -1.87 0.64 -3.72
H 1.80 1.33 -3.60
H 4.24 1.52 -3.33
H 5.21 2.27 -1.19
H 3.72 2.80 0.72
H 1.28 2.61 0.47
H -3.05 2.12 -0.80
H -4.30 4.08 0.06
H -3.15 6.25 0.34
H -0.77 6.47 -0.26
H 0.48 4.54 -1.13
H 0.17 3.34 -4.03
H -0.72 3.25 -6.33
H -2.34 1.50 -6.96
H -3.09 -0.16 -5.29
H -2.18 -0.08 -2.98
Te 2.28 -0.93 0.72
C 2.62 -2.91 1.31
C 2.16 -3.58 2.40
C 2.64 -4.92 2.47
C 3.46 -5.24 1.43
S 3.65 -3.91 0.36
H 1.49 -3.12 3.12
H 2.40 -5.60 3.27
H 3.97 -6.17 1.25